(1)
{
  "formula": "C39H70InN8O4",
  "method": "wB97M-V/def2-TZVPD",
  "homo_energy_ev": -4.585,
  "charge": -1,
  "lumo_energy_ev": 1.65,
  "species": ["C", "H", "H", "H", "H", "C", "C", "C", "C", "O", "C", "C", "H", "N", "H", "H", "O", "N", "H", "C", "C", "H", "C", "H", "H", "H", "C", "H", "H", "H", "H", "C", "H", "C", "H", "H", "H", "C", "H", "C", "C", "H", "H", "H", "C", "H", "H", "H", "H", "C", "H", "H", "H", "C", "O", "N", "H", "H", "H", "H", "H", "In", "H", "C", "H", "H", "C", "N", "C", "C", "H", "H", "H", "H", "C", "C", "H", "C", "H", "H", "C", "C", "H", "H", "H", "N", "H", "N", "C", "H", "C", "H", "C", "H", "C", "H", "H", "N", "H", "H", "C", "C", "N", "H", "C", "C", "H", "H", "H", "O", "C", "H", "H", "C", "H", "H", "H", "H", "H", "C", "H", "H"],
  "xyz": [[2.55, 5.84, -4.70], [-4.51, -6.81, 6.25], [-3.47, -1.66, 4.33], [-1.86, -8.02, 5.29], [-8.67, -2.14, 6.85], [4.21, 0.74, -0.13], [-7.69, -1.86, 6.44], [-1.61, 3.23, -1.62], [-1.62, 2.52, -0.26], [7.58, 0.24, -2.58], [-2.67, -7.29, 5.21], [1.19, 5.47, -2.67], [0.53, 9.73, -7.56], [4.23, 8.77, -4.89], [7.88, -0.43, -5.40], [-4.06, -8.50, 6.33], [2.38, -3.23, -2.35], [-0.20, 0.71, 2.46], [0.89, -2.29, 0.16], [-9.56, -6.74, 6.01], [9.62, 0.59, -8.12], [5.93, -0.23, 0.73], [1.48, 5.32, -5.65], [-2.89, 0.73, 4.12], [-2.75, -2.41, 2.03], [-3.17, -7.47, 4.25], [2.49, -3.09, -0.95], [-10.40, -7.44, 5.95], [-1.73, 4.30, -1.48], [6.36, 1.20, -0.21], [7.95, -0.64, -8.01], [-7.24, -2.91, 5.44], [-8.87, -7.10, 6.77], [-3.66, -7.49, 6.34], [-1.46, 1.45, -0.38], [7.75, 0.81, -9.00], [-9.95, -5.78, 6.35], [2.93, 10.98, -5.36], [-0.82, 2.91, 0.37], [-6.52, 0.00, 5.32], [-2.69, 2.72, -2.56], [-7.20, -3.90, 5.90], [3.54, 5.65, -5.12], [-8.15, 0.25, 6.59], [7.97, -1.80, -1.45], [-6.24, -2.70, 5.06], [1.00, 11.62, -6.03], [9.17, -1.87, 0.35], [8.94, -1.68, -1.92], [-8.87, -6.60, 4.66], [-1.79, -1.42, 4.77], [-1.35, -5.77, 4.38], [4.13, 1.75, 0.28], [-2.57, 0.03, 3.36], [3.15, -3.90, -0.35], [-3.91, 2.87, 0.97], [7.76, 2.22, -6.95], [3.86, 0.70, -1.16], [7.59, 1.16, -4.70], [1.48, -1.27, -1.17], [-3.69, 2.91, -2.17], [3.11, -0.79, 1.11], [2.46, 6.92, -4.59], [7.56, 1.15, -6.86], [1.58, 5.79, -6.63], [2.09, 10.45, -7.97], [2.48, 5.19, -3.31], [-3.93, -4.08, 4.92], [-2.06, -5.88, 5.20], [-1.26, 0.45, 2.85], [7.92, -3.10, 0.29], [1.53, -3.66, -2.52], [4.33, -1.94, 1.73], [2.02, 8.93, -7.08], [8.14, -2.06, 0.07], [3.68, 9.75, -5.10], [-1.06, -2.19, 2.50], [8.17, 0.42, -8.07], [-7.92, -2.97, 4.59], [0.48, 5.56, -5.28], [8.08, 0.64, -5.52], [1.53, 10.67, -5.89], [1.55, 4.24, -5.78], [7.50, -2.68, -1.89], [6.47, 1.02, -6.90], [10.76, 0.74, -8.17], [-9.16, -8.64, 3.98], [-5.50, 0.37, 4.93], [-2.90, 2.72, 0.44], [2.88, 11.55, -4.43], [-3.10, -4.87, 5.04], [2.60, 4.11, -3.38], [-7.35, -8.52, 5.02], [-8.05, -5.89, 4.75], [7.15, -0.59, -1.82], [-3.19, -7.32, 7.32], [3.27, 5.57, -2.66], [0.17, 5.69, -2.18], [3.49, 11.58, -6.08], [-9.57, -6.18, 3.93], [-2.49, -1.39, 3.93], [-7.81, -0.46, 5.84], [-6.57, -8.98, 5.72], [-7.00, -1.84, 7.28], [1.78, -1.94, -0.37], [-8.34, -7.93, 4.11], [-2.04, -3.41, 3.30], [-3.29, 0.07, 2.54], [-8.53, -0.45, 5.02], [5.89, -0.51, -1.34], [5.69, 0.33, -0.18], [-0.63, 3.08, -2.07], [-2.62, 3.22, -3.53], [-2.06, -2.41, 2.88], [-7.87, -7.78, 3.14], [-2.59, 1.64, -2.73], [7.49, -1.44, 0.68], [9.15, 0.80, -5.42], [2.20, -0.06, 2.39], [1.55, 9.90, -7.20], [-1.53, -5.68, 6.13], [0.98, 10.11, -5.14]],
  "lowdin_charge": [-0.2734, 0.0584, 0.0596, 0.1077, 0.1025, -0.2827, -0.2597, -0.2848, -0.1901, 0.0930, -0.2563, -0.2148, 0.0726, 0.1627, 0.0800, 0.0453, -0.0067, 0.1561, 0.0305, -0.1080, -0.2459, 0.0479, -0.1100, 0.0939, 0.0816, 0.1110, -0.6284, 0.0753, 0.0767, 0.1140, 0.1179, -0.1176, 0.0716, -0.1264, 0.1172, 0.1115, 0.0689, -0.1895, 0.1159, -0.2140, -0.1111, 0.0599, 0.1070, 0.1150, -0.1327, 0.0435, 0.1060, 0.0670, 0.1065, -0.2598, 0.1139, 0.1211, 0.0173, -0.2080, 0.0408, 0.1346, 0.1088, 0.0270, 0.0555, 0.0291, 0.0662, 0.5153, 0.0724, -0.2610, 0.0645, 0.0762, -0.1744, 0.1880, -0.1756, -0.2263, 0.0730, 0.0856, -0.0889, 0.0649, -0.0659, -0.2253, 0.0706, -0.1992, 0.0771, 0.0676, -0.1139, -0.2599, 0.0763, 0.1200, 0.1070, 0.1332, 0.1192, 0.1840, -0.2447, 0.1170, -0.2186, 0.1245, -0.2194, 0.0941, -0.4870, 0.0759, 0.1212, 0.1633, 0.1188, 0.1091, -0.2710, -0.1897, 0.1630, 0.1125, -0.2171, -0.1854, 0.0262, 0.1087, 0.1186, -0.0306, -0.3165, 0.0916, 0.0658, -0.1059, 0.1188, 0.0739, 0.0524, 0.0759, -0.1494, -0.1077, 0.1237, 0.1124]
}

=====

(2)
{
  "formula": "C23H40CrN5O3P2S3",
  "method": "wB97M-V/def2-TZVPD",
  "homo_energy_ev": [-10.346, -10.533],
  "spin_multiplicity": 5,
  "charge": 1,
  "lumo_energy_ev": [-2.06, -2.15],
  "s2": 6.019,
  "species": ["S", "H", "C", "O", "S", "N", "H", "H", "H", "H", "H", "H", "C", "C", "H", "H", "C", "H", "H", "C", "C", "O", "H", "C", "N", "H", "Cr", "H", "H", "N", "H", "C", "H", "C", "C", "H", "N", "H", "H", "H", "H", "H", "C", "O", "H", "H", "N", "H", "C", "P", "H", "C", "C", "C", "C", "H", "C", "C", "C", "H", "H", "H", "C", "H", "C", "C", "H", "H", "C", "P", "S", "H", "H", "H", "H", "H", "H"],
  "xyz": [[20.03, 1.10, 9.17], [18.51, -4.56, 13.66], [14.17, -3.54, 10.12], [19.74, 0.11, 13.31], [16.96, 1.19, 11.18], [19.88, 1.41, 15.46], [20.56, -1.13, 17.83], [20.83, 2.84, 16.61], [17.01, -1.24, 18.71], [18.95, 2.89, 14.33], [19.81, -2.07, 8.89], [22.91, -1.18, 15.94], [13.98, -2.67, 11.21], [17.91, -3.90, 14.23], [21.56, 2.16, 13.75], [17.54, -3.05, 13.61], [11.62, -3.12, 11.01], [10.60, -2.98, 11.28], [17.34, -3.03, 18.53], [20.47, 1.85, 16.74], [19.60, 2.06, 10.63], [20.23, -1.29, 15.40], [17.71, -1.15, 8.58], [16.09, -1.56, 12.42], [22.05, 0.32, 14.71], [19.84, -2.24, 18.95], [17.98, -0.68, 12.84], [20.94, -0.14, 10.91], [16.31, -1.82, 9.50], [9.91, -5.41, 8.91], [21.75, -0.56, 9.39], [19.15, -4.35, 16.34], [18.28, -4.98, 16.55], [18.16, 2.35, 10.68], [11.83, -4.07, 10.02], [18.02, 1.40, 14.54], [18.61, -1.68, 17.39], [21.31, 1.25, 17.01], [19.67, 1.72, 17.49], [16.51, -2.05, 17.23], [17.07, -4.51, 14.62], [22.91, 1.25, 12.95], [10.74, -4.79, 9.41], [17.70, -0.99, 14.95], [23.13, 2.08, 14.59], [17.13, 0.94, 8.84], [18.65, -3.36, 15.37], [23.05, -1.59, 14.15], [18.68, 2.13, 14.99], [18.73, -1.80, 15.77], [17.82, 2.77, 9.72], [19.99, -1.69, 9.88], [16.69, 0.30, 9.61], [23.07, -0.75, 14.95], [22.43, 1.53, 13.91], [19.97, -4.95, 15.92], [15.11, -2.00, 11.83], [12.70, -2.49, 11.63], [19.68, -1.40, 18.33], [19.33, -0.56, 18.93], [17.93, 3.17, 11.38], [19.51, -3.84, 17.25], [17.18, -1.14, 9.51], [12.42, -1.76, 12.43], [20.78, -0.37, 9.89], [13.08, -4.17, 9.50], [19.97, 1.51, 11.48], [20.15, 3.03, 10.58], [17.33, -2.02, 17.99], [20.42, 0.14, 14.65], [18.38, -1.87, 10.67], [20.70, -2.37, 10.40], [18.10, 2.56, 15.82], [15.17, -3.83, 9.76], [13.31, -4.92, 8.71], [15.60, 0.32, 9.40], [24.03, -0.24, 14.94]],
  "mulliken_spin": [0.0011, -0.0082, 0.0082, -0.1442, 0.0235, -0.0036, -0.0005, -0.0005, 0.0003, -0.0025, -0.0005, 0.0000, 0.0002, 0.0010, -0.0006, -0.0235, -0.0032, -0.0001, 0.0002, 0.0015, -0.0112, 0.0325, 0.0043, -0.1492, -0.0013, -0.0002, 4.0387, 0.0064, -0.0052, 0.0027, -0.0001, 0.0013, 0.0004, -0.0021, 0.0064, 0.0291, -0.0035, 0.0000, 0.0002, -0.0008, 0.0004, -0.0002, -0.0010, 0.0077, 0.0002, -0.0006, -0.0116, -0.0003, -0.0135, 0.0163, 0.0008, -0.0033, 0.0099, -0.0003, 0.0011, -0.0003, 0.0688, 0.0134, -0.0002, 0.0002, 0.0002, -0.0004, 0.0126, 0.0005, 0.0005, -0.0019, 0.0184, 0.0012, -0.0002, 0.0751, 0.0034, 0.0020, 0.0008, 0.0008, 0.0000, 0.0022, 0.0000]
}

=====

(3)
{
  "formula": "C38H75BBrClO15",
  "method": "wB97M-V/def2-TZVPD",
  "homo_energy_ev": -9.842,
  "charge": 0,
  "lumo_energy_ev": -0.29,
  "species": ["H", "H", "H", "C", "H", "H", "H", "H", "C", "H", "H", "C", "H", "O", "H", "O", "C", "H", "O", "H", "H", "H", "O", "H", "H", "C", "C", "H", "C", "H", "H", "C", "H", "H", "O", "O", "H", "C", "H", "C", "H", "H", "H", "O", "H", "O", "C", "H", "C", "C", "C", "H", "O", "H", "H", "C", "H", "H", "H", "C", "C", "C", "H", "C", "H", "C", "C", "H", "H", "H", "H", "C", "H", "C", "C", "Cl", "H", "H", "H", "C", "C", "C", "C", "H", "H", "H", "H", "C", "H", "Br", "C", "C", "H", "H", "H", "H", "H", "H", "C", "H", "H", "H", "H", "H", "C", "H", "C", "H", "C", "H", "C", "H", "H", "O", "H", "H", "O", "H", "H", "C", "H", "O", "B", "H", "O", "O", "H", "H", "C", "O", "H"],
  "xyz": [[0.94, 2.07, 3.51], [5.51, -3.81, 5.07], [-2.63, 3.73, -3.97], [5.65, -1.48, 7.05], [-2.35, 9.42, 3.23], [-4.04, -11.28, -1.67], [0.44, -9.69, 0.20], [-3.05, 9.26, 1.49], [-1.24, 7.81, 2.05], [-1.72, 7.06, -4.36], [-0.06, -5.83, -3.69], [-5.78, 9.72, 1.12], [-2.04, -9.17, 0.23], [4.92, -1.28, 5.93], [0.91, 7.34, 2.73], [-0.85, 4.23, -2.97], [4.60, -3.17, -5.03], [-6.41, 6.15, 1.19], [0.25, -0.48, 2.55], [1.80, 0.69, 4.24], [-0.76, 7.47, -0.16], [-1.45, 7.20, 3.03], [3.94, -4.09, -4.15], [2.45, -1.38, 2.81], [-5.06, 9.63, 0.20], [-0.12, 0.22, 3.48], [3.29, -5.21, -4.55], [5.32, -2.61, -4.42], [-1.38, -8.79, -0.56], [0.52, -9.20, -1.50], [-3.32, 7.90, -0.36], [-2.19, 2.34, 4.75], [-1.39, 10.15, 1.78], [0.74, -4.87, -2.43], [-3.31, -4.52, -5.94], [4.08, 0.11, 1.49], [0.51, 9.21, 2.75], [-2.05, 9.24, 2.09], [7.63, -1.99, 7.62], [-3.90, 5.54, 3.80], [1.79, -1.49, 1.16], [-2.68, -10.96, -0.62], [3.07, -1.66, -4.86], [-3.61, -9.34, -3.30], [-1.83, 2.45, -3.08], [-1.79, -3.84, -4.43], [-0.74, 5.55, -3.24], [-0.67, 3.66, -5.65], [-2.64, -4.77, -4.93], [-5.80, 8.29, 1.98], [-1.92, 0.88, 5.05], [0.82, -4.38, -4.14], [-2.09, -8.66, -1.80], [3.73, -4.89, -6.67], [3.63, -4.65, -0.93], [-1.42, 6.94, 0.68], [-2.07, 5.47, -4.97], [7.27, -2.50, 5.99], [-2.38, -6.14, -3.25], [3.88, -1.08, 1.28], [4.98, -3.16, 4.38], [3.62, -2.19, -5.64], [2.86, -2.71, -6.25], [-2.95, 6.86, 0.09], [-1.09, -7.78, -0.26], [3.64, -3.57, -0.75], [6.84, -2.40, 6.99], [-1.74, -4.35, -2.40], [4.48, -3.73, 1.26], [-1.25, 0.74, 5.90], [-2.89, 2.44, 3.91], [-1.28, 6.08, -4.54], [-4.73, 4.31, 2.07], [0.83, 1.18, 4.14], [-2.70, -6.12, -4.29], [-7.57, 8.17, 2.64], [0.05, 2.38, -4.69], [3.91, -3.33, 4.54], [-1.28, 2.88, 4.47], [-3.00, -10.94, -1.66], [-0.13, -9.63, -0.73], [0.38, 8.21, 2.12], [2.64, -1.75, 1.80], [-2.86, 0.39, 5.31], [-1.49, 2.10, -5.52], [5.65, -3.53, -0.03], [-6.89, 10.04, 0.82], [0.17, -4.81, -3.37], [-5.04, 8.39, 2.87], [-5.52, 6.15, 4.80], [-0.90, 2.84, -4.97], [-1.65, 3.30, -3.74], [-2.08, -6.82, -4.87], [0.54, 1.49, 5.14], [-0.46, 6.17, -5.26], [-3.74, -6.47, -4.30], [-2.62, 2.84, 5.63], [4.13, -1.47, -6.28], [-1.08, -3.97, -3.19], [2.71, -2.83, 1.87], [-2.38, -11.64, -2.24], [6.37, -1.47, 4.43], [-5.69, 7.35, -0.09], [-0.36, -10.65, -1.06], [-3.84, 5.08, 2.22], [-5.42, 10.57, 1.89], [3.04, -5.42, -6.02], [4.74, -1.08, 3.91], [4.66, -3.21, 0.31], [3.15, -6.48, -6.25], [-5.59, 6.97, 1.03], [2.01, -5.10, -6.25], [6.55, -3.39, 7.36], [-2.74, 5.48, 4.51], [5.19, -3.70, -5.79], [-2.85, 4.46, 2.06], [-0.14, 6.29, -2.47], [5.24, -3.45, 3.36], [3.87, -3.06, -1.69], [-2.94, -9.58, -2.30], [-0.91, 5.87, 0.83], [4.73, -1.79, 0.50], [-4.08, 6.29, 1.13], [2.63, -3.26, -0.47], [2.87, -6.01, -3.73], [-1.41, 0.21, 3.88], [-2.93, 6.12, -0.85], [-0.79, -2.96, -2.89], [5.32, -1.70, 4.61], [5.31, -0.98, 8.12], [0.87, 8.27, 1.05]],
  "lowdin_charge": [0.1074, 0.0692, 0.1146, -0.5048, 0.0983, 0.0949, 0.0832, 0.0451, -0.3604, 0.0938, 0.0773, -0.1598, 0.1155, -0.0043, 0.0808, -0.0095, -0.2234, 0.1000, 0.0586, 0.0885, 0.1087, 0.1174, -0.0234, 0.0733, 0.0733, -0.4826, -0.5172, 0.1248, -0.2263, 0.0856, 0.1094, -0.0764, 0.0843, 0.0820, 0.0743, 0.0758, 0.0816, -0.0981, 0.0939, -0.6058, 0.0922, 0.0672, 0.0851, 0.0820, 0.1246, -0.0106, -0.5058, 0.0671, -0.5053, -0.6512, -0.2230, 0.0671, -0.0187, 0.0697, 0.0855, -0.1947, 0.0675, 0.0665, 0.0585, -0.5115, -0.0584, -0.0648, 0.0694, -0.1394, 0.1230, -0.0623, 0.0020, 0.1158, 0.0949, 0.1171, 0.0762, 0.0050, 0.1383, 0.0210, 0.0008, 0.4527, 0.0854, 0.0874, 0.0707, 0.0046, -0.0662, -0.1171, -0.0071, 0.1236, 0.0844, 0.1251, 0.0787, -0.0671, 0.0825, 0.6833, -0.0681, -0.2288, 0.1054, 0.0715, 0.1015, 0.0952, 0.0850, 0.0839, -0.2192, 0.0719, 0.1019, 0.1223, 0.1196, 0.0678, -0.0893, 0.0939, 0.0118, 0.1064, -0.2287, 0.0970, -0.1803, 0.0987, 0.0998, -0.1411, 0.1164, 0.1260, 0.0718, 0.0668, 0.0736, -0.5001, 0.1378, -0.0085, -0.2840, 0.0691, 0.0634, -0.0038, 0.1260, 0.1225, -0.2132, 0.0795, 0.0876]
}